Molecular formula: C4H14N2
Method: DFT, ωB97M-V with the def2-TZVPD basis set

```
! RIJCOSX wB97M-V def2-TZVPD def2/J DEFGRID3
* xyz 0 1
N 2.35797 0.20725 -0.91683
N -2.78500 -1.60332 0.67492
C 3.25100 0.48009 0.16999
C -3.34148 -0.87430 1.77584
C -1.79201 -0.74348 0.03539
C 1.95156 1.44588 -1.62952
H 2.76860 1.85800 -2.24533
H 2.93607 -0.26608 -1.62291
H -1.04468 -0.27107 0.69487
H -3.56711 0.11058 1.33345
H -1.26204 -1.33749 -0.72808
H 1.10325 1.19925 -2.28993
H 4.22931 0.69653 -0.29118
H -3.43871 -2.07056 0.03371
H -2.36534 0.05048 -0.47206
H -2.65925 -0.72828 2.63016
H -4.28108 -1.31659 2.14755
H 2.95422 1.34448 0.78754
H 3.35818 -0.40042 0.82558
H 1.62653 2.21906 -0.91317
*
```

Summary:
Frontier orbital gap (eV): 9.34
HOMO level (eV): -8.3
Energy above the lowest of the compared OMol25 structures with the same formula, charge and spin (kJ/mol): 131.4